{
  "formula": "C36H32BrF3N5O4OsPSe",
  "method": "ωB97M-V/def2-TZVPD",
  "de_lowest_kcal_mol": 31.2,
  "spin_multiplicity": 1,
  "total_charge": 0,
  "energy_ha": -7672.89270,
  "gap_ev": [5.6, 5.6],
  "lumo_energy_ev": [-1.27, -1.27],
  "symbols": ["Os", "Br", "C", "C", "C", "C", "C", "C", "N", "N", "C", "C", "C", "C", "O", "C", "N", "C", "C", "C", "C", "H", "H", "H", "H", "H", "H", "H", "H", "H", "Se", "F", "C", "F", "F", "C", "C", "C", "N", "C", "C", "H", "H", "H", "H", "C", "O", "P", "O", "C", "O", "C", "H", "H", "H", "H", "H", "H", "H", "H", "H", "C", "C", "C", "C", "C", "C", "N", "C", "C", "C", "C", "C", "C", "H", "H", "H", "H", "H", "H", "H", "H", "H", "H"],
  "coordinates": [[0.519, -1.432, 0.571], [-8.194, -0.031, 0.397], [-6.993, 1.412, 0.126], [-5.958, 1.272, -0.785], [-5.070, 2.318, -0.969], [-5.223, 3.498, -0.246], [-6.294, 3.644, 0.623], [-7.172, 2.590, 0.829], [-4.371, 4.626, -0.497], [-3.139, 4.542, -0.401], [-2.515, 3.366, 0.114], [-2.876, 2.787, 1.308], [-2.218, 1.658, 1.802], [-1.194, 1.061, 1.083], [-0.634, -0.038, 1.489], [-0.727, 1.712, -0.110], [0.358, 1.184, -0.727], [0.783, 1.758, -1.825], [0.182, 2.893, -2.397], [-0.901, 3.449, -1.778], [-1.389, 2.867, -0.586], [-5.846, 0.352, -1.343], [-4.247, 2.216, -1.666], [-6.428, 4.582, 1.147], [-7.995, 2.688, 1.523], [-3.692, 3.207, 1.882], [-2.519, 1.208, 2.738], [1.654, 1.317, -2.302], [0.589, 3.316, -3.305], [-1.384, 4.334, -2.170], [0.094, -3.457, 1.487], [4.735, -2.798, -4.801], [5.122, -2.122, -3.707], [6.110, -2.823, -3.131], [5.634, -0.950, -4.108], [3.972, -1.929, -2.752], [3.846, -0.767, -2.019], [2.811, -0.656, -1.112], [1.916, -1.639, -0.920], [2.039, -2.762, -1.649], [3.048, -2.944, -2.568], [4.547, 0.047, -2.127], [2.675, 0.224, -0.502], [1.315, -3.532, -1.458], [3.110, -3.870, -3.122], [-3.321, -1.213, 0.555], [-2.496, -0.857, -0.570], [-1.197, -1.737, -0.882], [-0.818, -1.214, -2.347], [-1.825, -1.049, -3.353], [-1.982, -3.120, -1.184], [-1.310, -4.295, -1.632], [-3.876, -0.321, 0.831], [-2.707, -1.534, 1.398], [-3.999, -2.015, 0.268], [-2.562, -1.851, -3.309], [-1.318, -1.065, -4.314], [-2.326, -0.091, -3.217], [-2.034, -5.105, -1.599], [-0.489, -4.549, -0.964], [-0.963, -4.167, -2.661], [1.523, 2.073, 4.862], [1.874, 0.755, 5.130], [2.050, -0.147, 4.093], [1.881, 0.251, 2.769], [1.552, 1.575, 2.507], [1.365, 2.478, 3.544], [2.074, -0.692, 1.717], [3.405, -1.160, 1.626], [4.471, -0.261, 1.792], [5.782, -0.653, 1.580], [6.074, -1.958, 1.197], [5.031, -2.863, 1.069], [3.717, -2.479, 1.296], [1.379, 2.776, 5.672], [2.003, 0.425, 6.153], [2.312, -1.178, 4.298], [1.458, 1.897, 1.479], [1.102, 3.504, 3.316], [4.254, 0.761, 2.079], [6.581, 0.067, 1.708], [7.097, -2.265, 1.024], [5.238, -3.894, 0.805], [2.919, -3.207, 1.230]],
  "atomic_forces_ev_per_a": [[-0.51, 1.35, 0.12], [0.04, 0.04, -0.01], [-0.05, -0.03, 0.03], [0.05, 0.02, -0.06], [-0.04, -0.02, 0.03], [-0.07, -0.19, -0.04], [0.07, 0.04, -0.04], [-0.01, 0.01, 0.02], [0.05, 0.15, 0.04], [-0.10, 0.02, -0.08], [0.04, -0.10, 0.23], [0.05, 0.05, -0.07], [0.13, -0.08, -0.05], [-0.07, 0.24, -0.33], [0.46, -0.80, 0.40], [-0.16, 0.12, 0.11], [-0.02, 0.02, -0.12], [0.04, -0.10, 0.03], [-0.07, 0.08, 0.00], [0.06, -0.01, -0.04], [0.02, -0.02, -0.03], [0.02, 0.00, 0.00], [-0.01, -0.01, 0.00], [0.00, -0.01, 0.00], [0.01, 0.01, 0.00], [0.00, 0.01, -0.01], [0.00, 0.01, 0.00], [-0.04, 0.02, -0.02], [0.01, 0.00, 0.00], [0.00, -0.01, 0.00], [0.06, -0.30, 0.34], [0.04, 0.03, 0.02], [-0.03, 0.01, 0.00], [-0.02, 0.02, -0.03], [0.00, -0.06, 0.00], [0.01, 0.03, 0.04], [0.03, 0.03, -0.01], [-0.08, 0.07, 0.00], [0.20, -0.28, -0.21], [0.07, 0.05, -0.09], [-0.01, -0.01, 0.03], [-0.01, 0.00, 0.01], [0.03, -0.04, 0.00], [-0.10, -0.08, 0.02], [-0.02, 0.01, 0.01], [-0.01, -0.04, -0.05], [-0.08, -0.01, 0.01], [-0.29, -0.08, -0.30], [0.03, 0.00, -0.07], [0.01, 0.01, -0.03], [0.15, -0.01, 0.11], [-0.06, 0.03, -0.07], [-0.02, -0.02, -0.03], [0.02, 0.01, 0.02], [-0.01, 0.01, -0.01], [0.00, -0.02, 0.01], [0.01, 0.00, 0.00], [0.01, 0.01, 0.02], [-0.03, 0.01, -0.02], [0.03, 0.00, 0.01], [0.03, 0.02, 0.02], [0.01, -0.04, -0.02], [-0.03, 0.05, 0.01], [-0.06, -0.05, 0.00], [0.00, -0.06, 0.01], [0.07, 0.10, -0.03], [0.01, 0.00, 0.02], [0.27, -0.37, 0.03], [-0.18, 0.34, 0.12], [0.11, 0.03, 0.02], [-0.07, -0.02, -0.01], [-0.02, -0.02, 0.00], [0.04, -0.03, -0.02], [-0.01, -0.13, -0.01], [0.00, 0.00, 0.00], [0.00, 0.01, 0.00], [0.00, -0.01, -0.01], [-0.03, 0.00, -0.01], [0.00, 0.00, 0.01], [0.01, 0.00, 0.00], [0.00, 0.00, 0.00], [0.00, -0.01, 0.00], [0.01, 0.00, 0.01], [0.03, 0.03, 0.01]]
}



{
  "formula": "C36H32EuIN10O",
  "method": "ωB97M-V/def2-TZVPD",
  "de_lowest_kcal_mol": 16.9,
  "spin_multiplicity": 7,
  "total_charge": 2,
  "energy_ha": -3021.48653,
  "gap_ev": [5.9, 6.9],
  "lumo_energy_ev": [-6.74, -5.84],
  "symbols": ["Eu", "C", "C", "C", "C", "N", "C", "C", "C", "C", "C", "C", "N", "C", "C", "C", "C", "C", "N", "H", "H", "H", "H", "H", "H", "H", "H", "H", "H", "H", "C", "C", "C", "C", "C", "C", "C", "C", "N", "H", "H", "H", "H", "H", "H", "C", "C", "N", "C", "C", "N", "C", "N", "N", "N", "C", "C", "C", "C", "C", "C", "H", "H", "H", "H", "H", "H", "H", "H", "H", "H", "H", "N", "C", "O", "C", "I", "H", "H", "H", "H"],
  "coordinates": [[0.198, -0.598, -0.861], [4.197, 0.618, -2.997], [5.000, -0.495, -2.807], [4.622, -1.443, -1.872], [3.439, -1.262, -1.164], [2.643, -0.202, -1.379], [3.025, 0.713, -2.268], [2.977, -2.210, -0.116], [3.692, -3.346, 0.244], [3.219, -4.127, 1.286], [2.075, -3.743, 1.961], [1.406, -2.595, 1.549], [1.843, -1.865, 0.514], [0.215, -2.064, 2.262], [-0.200, -2.574, 3.487], [-1.283, -1.998, 4.130], [-1.928, -0.930, 3.530], [-1.457, -0.486, 2.307], [-0.411, -1.027, 1.681], [4.476, 1.399, -3.691], [5.913, -0.623, -3.374], [5.239, -2.313, -1.708], [2.355, 1.557, -2.393], [4.606, -3.622, -0.260], [3.749, -5.023, 1.580], [1.714, -4.336, 2.788], [0.311, -3.406, 3.949], [-1.615, -2.381, 5.086], [-2.770, -0.443, 4.003], [-1.931, 0.350, 1.803], [-1.560, -2.349, -1.179], [-1.231, -3.496, -0.341], [-0.223, -4.411, -0.703], [-0.020, -5.565, 0.017], [-0.817, -5.841, 1.135], [-1.808, -4.935, 1.525], [-1.997, -3.777, 0.805], [-0.604, -7.044, 1.876], [-0.415, -8.005, 2.476], [-2.555, -1.975, -0.922], [-1.548, -2.639, -2.232], [0.379, -4.236, -1.585], [0.748, -6.268, -0.275], [-2.422, -5.156, 2.388], [-2.776, -3.084, 1.101], [-0.960, 3.112, -1.625], [-0.073, 2.937, -0.444], [0.424, 1.772, -0.048], [1.191, 2.034, 1.073], [1.150, 3.360, 1.343], [0.348, 3.930, 0.380], [0.015, 5.359, 0.319], [-1.387, 5.621, 0.382], [-2.063, 6.006, -0.738], [-3.303, 6.064, -0.481], [-3.512, 5.708, 0.836], [-4.683, 5.603, 1.588], [-4.553, 5.196, 2.897], [-3.298, 4.905, 3.461], [-2.131, 5.004, 2.733], [-2.267, 5.410, 1.408], [-0.907, 2.218, -2.240], [-0.671, 3.983, -2.211], [-1.996, 3.268, -1.323], [1.718, 1.256, 1.599], [1.614, 3.937, 2.124], [0.386, 5.798, -0.607], [0.517, 5.830, 1.161], [-5.642, 5.843, 1.149], [-5.433, 5.106, 3.519], [-3.247, 4.606, 4.499], [-1.166, 4.796, 3.179], [-0.583, 1.015, -5.400], [-0.006, 0.170, -4.546], [-0.033, 0.334, -3.327], [0.712, -0.997, -5.196], [1.320, -2.451, -3.750], [-1.071, 1.828, -5.060], [-0.562, 0.867, -6.396], [1.612, -0.660, -5.704], [0.073, -1.515, -5.907]],
  "atomic_forces_ev_per_a": [[0.13, 0.11, -0.35], [0.05, 0.00, -0.02], [-0.06, 0.05, 0.02], [-0.10, -0.03, 0.07], [0.13, 0.08, -0.08], [0.25, -0.16, -0.10], [-0.03, 0.12, -0.01], [0.08, -0.15, 0.18], [-0.07, 0.07, -0.04], [-0.03, 0.01, -0.01], [-0.03, 0.07, 0.00], [0.19, -0.05, 0.10], [0.15, -0.27, 0.02], [-0.12, 0.12, 0.18], [0.10, 0.03, -0.08], [-0.04, 0.03, -0.07], [0.02, -0.02, 0.07], [0.00, 0.11, -0.14], [0.02, -0.14, -0.17], [-0.04, -0.01, -0.01], [0.01, 0.02, 0.02], [0.02, 0.03, 0.02], [0.02, 0.01, -0.02], [-0.01, 0.01, -0.02], [0.00, 0.01, 0.01], [-0.02, 0.00, -0.02], [0.02, 0.02, -0.01], [0.01, 0.01, 0.00], [-0.01, 0.00, -0.05], [-0.02, 0.00, 0.04], [-0.78, -0.27, 0.12], [-0.08, -0.30, 0.00], [-0.20, 0.21, 0.05], [-0.04, -0.16, 0.30], [0.08, 0.26, -0.23], [0.17, -0.10, 0.05], [0.12, 0.05, -0.13], [0.04, -0.23, 0.15], [0.02, 0.04, 0.01], [0.13, 0.25, -0.06], [0.27, 0.40, -0.10], [-0.05, 0.03, -0.06], [-0.03, -0.05, -0.01], [-0.02, -0.02, -0.01], [-0.02, -0.02, -0.02], [-0.09, 0.19, 0.17], [0.07, 0.07, 0.05], [-0.20, 0.23, -0.02], [0.04, 0.00, 0.04], [0.08, -0.11, 0.19], [-0.22, -0.18, -0.18], [-0.07, 0.14, -0.05], [0.11, -0.23, 0.15], [0.09, -0.11, -0.07], [-0.20, 0.10, -0.16], [0.46, -0.18, 0.27], [-0.02, 0.05, -0.05], [-0.17, 0.03, -0.02], [0.15, -0.01, -0.02], [0.08, -0.04, 0.12], [-0.31, 0.09, -0.28], [0.04, 0.03, -0.06], [0.00, 0.00, -0.05], [-0.04, 0.04, 0.04], [0.00, 0.00, 0.01], [-0.02, 0.03, -0.04], [-0.04, -0.02, -0.01], [0.08, -0.01, 0.00], [-0.01, -0.01, 0.03], [0.00, 0.01, -0.02], [-0.01, 0.01, 0.00], [-0.02, -0.02, 0.01], [-0.01, 0.04, 0.03], [0.08, -0.16, -0.25], [-0.14, 0.04, 0.64], [0.06, -0.29, 0.29], [-0.02, 0.07, -0.42], [0.00, 0.00, 0.06], [0.02, -0.05, -0.02], [0.00, 0.03, 0.01], [-0.02, 0.04, -0.01]]
}



{
  "formula": "C36H33AsIrN7OS",
  "method": "ωB97M-V/def2-TZVPD",
  "de_lowest_kcal_mol": 0.0,
  "spin_multiplicity": 5,
  "total_charge": 0,
  "energy_ha": -4588.35811,
  "gap_ev": [6.4, 4.9],
  "lumo_energy_ev": [0.27, -2.75],
  "symbols": ["Ir", "C", "C", "C", "C", "C", "C", "N", "N", "C", "C", "C", "C", "C", "C", "H", "H", "H", "H", "H", "H", "H", "H", "H", "N", "C", "C", "C", "C", "C", "C", "C", "C", "C", "C", "C", "C", "N", "C", "C", "C", "C", "N", "H", "H", "H", "H", "H", "H", "H", "H", "H", "H", "C", "C", "C", "C", "N", "C", "S", "N", "H", "H", "H", "H", "H", "C", "As", "C", "C", "O", "H", "H", "H", "H", "H", "H", "H", "H", "H"],
  "coordinates": [[-0.157, 0.066, 1.159], [2.264, -4.971, -0.017], [2.198, -4.922, 1.372], [1.532, -3.897, 2.018], [0.927, -2.874, 1.269], [0.974, -2.941, -0.124], [1.637, -3.978, -0.757], [0.257, -1.822, 1.884], [-0.079, -2.063, 3.161], [-0.749, -1.021, 3.701], [-1.243, -1.099, 5.017], [-1.941, -0.038, 5.544], [-2.173, 1.123, 4.794], [-1.691, 1.216, 3.500], [-0.977, 0.156, 2.939], [2.777, -5.784, -0.512], [2.672, -5.698, 1.960], [1.478, -3.856, 3.095], [0.460, -2.188, -0.700], [1.659, -4.008, -1.839], [-1.066, -2.000, 5.587], [-2.324, -0.103, 6.554], [-2.727, 1.945, 5.226], [-1.875, 2.114, 2.925], [-7.172, 4.461, -4.954], [-6.405, 3.986, -4.242], [-5.447, 3.392, -3.352], [-5.241, 3.935, -2.086], [-4.322, 3.356, -1.233], [-3.587, 2.231, -1.617], [-3.802, 1.704, -2.893], [-4.723, 2.271, -3.753], [-2.603, 1.615, -0.706], [-1.569, 2.426, -0.178], [-1.322, 3.834, -0.465], [-0.240, 4.211, 0.282], [0.173, 3.069, 0.993], [-0.632, 2.010, 0.703], [-2.730, 0.250, -0.400], [-3.834, -0.605, -0.766], [-3.576, -1.857, -0.264], [-2.352, -1.778, 0.404], [-1.845, -0.510, 0.320], [-5.812, 4.799, -1.774], [-4.180, 3.768, -0.242], [-3.217, 0.853, -3.216], [-4.875, 1.862, -4.743], [-1.885, 4.433, -1.159], [0.218, 5.184, 0.328], [0.970, 2.957, 1.710], [-4.709, -0.287, -1.306], [-4.186, -2.740, -0.354], [-1.819, -2.552, 0.928], [2.208, -2.206, -5.322], [2.596, -1.612, -4.002], [3.883, -1.735, -3.486], [4.097, -1.183, -2.240], [3.153, -0.549, -1.554], [1.943, -0.467, -2.131], [0.679, 0.429, -1.324], [1.639, -0.985, -3.327], [3.080, -2.498, -5.904], [1.611, -1.492, -5.886], [1.587, -3.088, -5.155], [4.671, -2.235, -4.028], [5.068, -1.258, -1.760], [4.142, 1.447, 3.082], [3.231, 0.617, 1.614], [3.918, -1.161, 1.512], [3.624, 1.703, 0.091], [1.621, 0.584, 2.080], [5.218, 1.376, 2.921], [3.870, 0.945, 4.008], [3.851, 2.495, 3.136], [4.999, -1.126, 1.388], [3.451, -1.674, 0.674], [3.659, -1.656, 2.448], [4.587, 1.399, -0.316], [3.661, 2.743, 0.417], [2.843, 1.556, -0.653]],
  "atomic_forces_ev_per_a": [[0.07, -0.26, -0.31], [-0.01, 0.00, 0.03], [0.01, -0.01, -0.04], [0.05, 0.09, 0.00], [0.01, -0.13, 0.01], [-0.02, -0.02, -0.07], [0.07, 0.01, -0.04], [0.01, 0.16, -0.18], [0.05, -0.07, 0.02], [-0.06, 0.10, 0.13], [0.04, -0.04, -0.07], [-0.03, 0.04, 0.02], [0.00, 0.02, 0.00], [0.00, -0.03, 0.02], [0.12, -0.05, 0.10], [0.03, -0.01, -0.01], [0.01, -0.02, 0.02], [-0.02, -0.02, 0.01], [0.00, 0.11, -0.10], [-0.02, 0.00, -0.02], [0.00, -0.03, 0.02], [0.00, 0.00, 0.02], [-0.02, 0.01, 0.01], [0.00, 0.01, -0.04], [-0.03, 0.02, -0.03], [0.00, 0.00, -0.01], [0.02, -0.02, 0.03], [-0.03, 0.01, -0.03], [0.00, -0.06, 0.02], [-0.06, 0.05, -0.08], [0.05, 0.02, 0.02], [-0.02, 0.02, -0.02], [0.06, -0.01, 0.02], [0.02, -0.01, 0.05], [0.05, 0.06, 0.03], [-0.05, 0.04, -0.04], [-0.09, 0.00, 0.05], [0.15, 0.01, -0.05], [0.05, -0.01, -0.01], [-0.07, -0.01, 0.00], [0.02, -0.02, 0.00], [-0.10, -0.10, 0.01], [-0.11, 0.07, 0.03], [0.00, 0.01, 0.00], [0.01, 0.01, 0.03], [0.01, -0.03, 0.01], [-0.01, -0.01, -0.01], [-0.04, 0.01, -0.01], [0.02, 0.03, 0.00], [0.03, -0.03, -0.03], [0.00, 0.04, -0.03], [-0.02, -0.03, 0.01], [0.04, 0.00, 0.04], [0.02, 0.01, 0.00], [0.05, -0.05, -0.02], [0.00, 0.03, 0.00], [-0.01, -0.09, -0.03], [-0.09, -0.37, -0.02], [-0.05, -0.13, 0.09], [-0.04, 0.00, 0.34], [-0.05, 0.01, 0.00], [0.00, -0.01, -0.01], [0.00, 0.01, -0.01], [0.00, 0.00, 0.00], [0.01, -0.03, -0.01], [0.05, 0.00, -0.01], [-0.02, 0.01, 0.04], [0.05, -0.11, -0.09], [-0.06, -0.08, -0.04], [-0.03, 0.28, 0.02], [-0.13, 0.44, 0.04], [0.01, 0.02, 0.01], [-0.01, -0.02, -0.03], [0.00, -0.03, 0.01], [0.02, 0.00, -0.03], [0.01, 0.00, 0.04], [0.01, 0.01, -0.04], [-0.02, 0.02, 0.02], [0.02, 0.01, 0.07], [0.08, 0.11, 0.16]]
}



For reference, molecular weight by record: 1035.745 899.589 878.914 g/mol.
For reference, largest force on an atom by record: 0.02810 0.01622 0.00897 hartree/bohr.